(w)
Computed, not measured: a structure of composition C3H5N5, with ωB97M-V with the def2-TZVPD basis set.

```
13
C3H5N5 ωB97M-V with the def2-TZVPD basis set
C 0.43 -0.75 1.45
C -1.09 0.28 -1.34
C 0.74 0.51 -0.56
H -1.52 -0.58 1.59
H 1.52 -0.61 1.69
H -1.48 -1.44 -0.25
H -1.90 0.41 -2.06
H 2.33 1.39 0.86
N -0.55 -1.20 2.22
N 0.11 -0.41 0.25
N -1.23 -0.40 -0.23
N -0.02 0.85 -1.80
N 1.76 1.25 -0.32
```

* spin multiplicity: 1
* LUMO energy: 0.328 eV
* HOMO: -0.3360 Eh

Löwdin atomic charge list, values in e, 5 entries: C -0.324; C -0.261; C -0.489; H 0.165; H 0.127



(x)
Computed, not measured: an isolated molecule of C3H5N5, with ωB97M-V with the def2-TZVPD basis set.

```
13
C3H5N5 ωB97M-V with the def2-TZVPD basis set
C -2.73 0.01 -0.09
C -1.26 0.00 0.07
C 1.30 -0.03 0.08
H -3.19 -0.32 0.87
H -3.01 -0.79 -0.79
H -3.11 0.97 -0.43
H 3.06 0.88 -0.43
H 3.12 -0.91 -0.12
N -0.65 -1.14 0.01
N 0.68 -1.23 0.00
N 2.65 0.01 0.00
N 0.69 1.19 -0.05
N -0.62 1.21 0.10
```

* spin multiplicity: 1
* LUMO energy: -0.544 eV
* HOMO: -0.3380 Eh

Löwdin atomic charge list, values in e, 5 entries: C -0.047; C -0.428; C -0.459; H 0.089; H 0.082



(y)
Computed, not measured: an isolated molecule of C3H5N5, with ωB97M-V with the def2-TZVPD basis set.

```
13
C3H5N5 ωB97M-V with the def2-TZVPD basis set
C 0.41 -0.43 0.01
C -2.23 -0.15 -0.26
C -1.40 0.88 0.00
H 2.80 -0.35 0.88
H 3.14 -0.05 -0.74
H -3.24 0.09 -0.10
H -1.79 1.79 0.11
H 0.61 1.31 0.07
N 2.45 0.09 -0.02
N 1.59 -1.01 -0.19
N -0.49 -1.52 0.09
N -1.72 -1.42 0.07
N -0.12 0.77 0.07
```

* spin multiplicity: 1
* LUMO energy: 0.373 eV
* HOMO: -0.3056 Eh

Löwdin atomic charge list, values in e, 5 entries: C -0.398; C -0.087; C -0.097; H 0.112; H 0.066



Most stable to least stable: (x), (y), (w)



(w)
Computed, not measured: the ion C4H10NS2 with charge +1, with ωB97M-V with the def2-TZVPD basis set.

```
17
C4H10NS2 ωB97M-V with the def2-TZVPD basis set
C -1.24 0.43 -0.63
C -1.24 -0.43 0.63
C 0.15 0.15 -1.20
C 0.15 -0.15 1.20
N 1.04 0.00 0.00
S 2.07 1.49 0.11
S 2.06 -1.50 -0.11
H -2.02 0.15 -1.33
H -1.36 1.48 -0.38
H -2.02 -0.15 1.33
H -1.35 -1.48 0.38
H 0.15 -0.78 -1.75
H 0.53 0.95 -1.84
H 0.15 0.79 1.75
H 0.53 -0.94 1.84
H 2.69 1.14 1.24
H 2.68 -1.15 -1.25
```

* spin multiplicity: 1
* LUMO energy: -4.568 eV
* HOMO: -0.5254 Eh
* charge: +1

Löwdin atomic charge list, values in e, 5 entries: C -0.144; C -0.144; C -0.237; C -0.237; N -0.831



(x)
Computed, not measured: a structure of composition C4H10NS2, with ωB97M-V with the def2-TZVPD basis set.

```
17
C4H10NS2 ωB97M-V with the def2-TZVPD basis set
C -2.36 0.68 -0.54
C 0.85 1.39 0.54
C -1.26 0.35 0.18
C 0.17 0.28 -0.21
N 0.67 -1.13 0.09
S -3.80 1.20 0.18
S -1.87 -2.39 0.11
H -2.41 0.85 -1.55
H 0.30 2.34 0.38
H 0.82 1.28 1.67
H 1.86 1.49 0.37
H -1.45 0.54 1.24
H 0.17 0.53 -1.24
H -0.33 -1.99 0.11
H 1.01 -1.12 1.02
H 1.44 -1.40 -0.53
H -1.71 -2.75 -1.08
```

* spin multiplicity: 1
* LUMO energy (spin up / spin down): -7.332 / -7.356 eV
* HOMO (spin up / spin down): -0.4880 / -0.4846 Eh
* charge: +1

Löwdin atomic charge list, values in e, 5 entries: C -0.598; C -0.028; C -0.171; C -0.344; N 0.065



Most stable to least stable: (w), (x)



(w)
Computed, not measured: a structure of composition H2KO, with ωB97M-V with the def2-TZVPD basis set.

```
4
H2KO ωB97M-V with the def2-TZVPD basis set
O 0.54 -0.15 0.28
H 0.42 0.14 1.21
H 1.22 0.45 -0.09
K -2.18 -0.43 -1.41
```

* spin multiplicity: 1
* LUMO energy: -4.352 eV
* HOMO: -0.5870 Eh
* charge: +1

Which charges does Löwdin predict for the atoms? In e, they are: O -0.111; H 0.067; H 0.068; K 0.977



(x)
Computed, not measured: a structure of composition H2KO, with ωB97M-V with the def2-TZVPD basis set.

```
4
H2KO ωB97M-V with the def2-TZVPD basis set
O -0.76 0.71 -0.54
H -0.41 1.62 -0.66
H -1.64 0.72 -0.97
K 2.80 -3.05 2.18
```

* spin multiplicity: 1
* LUMO energy: -4.616 eV
* HOMO: -0.5132 Eh
* charge: +1

Which charges does Löwdin predict for the atoms? In e, they are: O -0.100; H 0.049; H 0.052; K 0.998



Most stable to least stable: (w), (x)



(w)
Computed, not measured: an isolated molecule of C3H4P2, with ωB97M-V with the def2-TZVPD basis set.

```
9
C3H4P2 ωB97M-V with the def2-TZVPD basis set
C 0.84 1.21 -0.57
C 0.48 -1.24 0.26
C 0.33 0.06 -0.28
P -0.98 1.15 -0.83
P -0.54 -2.55 -0.07
H 1.59 1.97 -0.72
H 1.25 -1.57 1.01
H -1.45 1.85 0.43
H -1.38 -1.96 -0.90
```

* spin multiplicity: 1
* LUMO energy: -0.657 eV
* HOMO: -0.3185 Eh

Löwdin atomic charge list, values in e, 5 entries: C -0.239; C -0.522; C -0.688; P 0.805; P 0.844



(x)
Computed, not measured: an isolated molecule of C3H4P2, with ωB97M-V with the def2-TZVPD basis set.

```
9
C3H4P2 ωB97M-V with the def2-TZVPD basis set
C 0.46 -0.65 -0.89
C -0.32 -0.89 0.38
C -0.40 0.57 0.15
P -0.63 0.77 -1.60
P 0.67 0.01 1.60
H 1.47 -0.39 -0.64
H -1.00 -1.60 0.64
H 0.24 1.86 -2.02
H -0.49 0.32 2.37
```

* spin multiplicity: 1
* LUMO energy: 0.505 eV
* HOMO: -0.3069 Eh

Löwdin atomic charge list, values in e, 5 entries: C -0.329; C -0.623; C -0.688; P 0.881; P 0.896



(y)
Computed, not measured: a structure of composition C3H4P2, with ωB97M-V with the def2-TZVPD basis set.

```
9
C3H4P2 ωB97M-V with the def2-TZVPD basis set
C -0.38 0.13 0.95
C -0.57 0.75 -0.41
C 0.01 -0.60 -0.80
P -0.91 -1.56 0.73
P 1.30 0.81 -0.86
H 0.50 0.43 1.63
H -1.36 1.34 -0.59
H 0.13 -2.36 1.63
H 1.28 1.06 -2.28
```

* spin multiplicity: 1
* LUMO energy: 0.080 eV
* HOMO: -0.2997 Eh

Löwdin atomic charge list, values in e, 5 entries: C -0.517; C -0.601; C -0.500; P 0.858; P 0.830



(z)
Computed, not measured: an isolated molecule of C3H4P2, with ωB97M-V with the def2-TZVPD basis set.

```
9
C3H4P2 ωB97M-V with the def2-TZVPD basis set
C -1.30 1.19 -0.07
C 0.07 -1.08 0.09
C -0.39 0.28 0.01
P 1.44 0.16 0.72
P 3.17 0.04 -0.53
H -2.24 0.75 -0.38
H -0.88 2.22 0.07
H -0.23 -1.82 0.87
H 0.35 -1.74 -0.77
```

* spin multiplicity: 1
* LUMO energy (spin up / spin down): -1.496 / -1.474 eV
* HOMO (spin up / spin down): -0.2970 / -0.2834 Eh

Löwdin atomic charge list, values in e, 5 entries: C -0.015; C -0.379; C -0.553; P 0.426; P 0.203



Most stable to least stable: (w), (z), (x), (y)



(w)
Computed, not measured: an isolated molecule of C3H4P2, with ωB97M-V with the def2-TZVPD basis set.

```
9
C3H4P2 ωB97M-V with the def2-TZVPD basis set
C -1.42 0.86 -0.41
C -0.21 1.19 -0.17
C 0.62 -1.55 0.05
P -0.89 -2.15 -0.29
P 1.28 0.13 -0.08
H -2.42 1.21 -0.55
H 0.14 2.23 -0.08
H 1.44 -2.25 0.23
H 1.46 0.32 1.30
```

* spin multiplicity: 1
* LUMO energy (spin up / spin down): -0.184 / -0.556 eV
* HOMO (spin up / spin down): -0.2937 / -0.3066 Eh

Löwdin atomic charge list, values in e, 5 entries: C -0.026; C -0.528; C -0.939; P 0.757; P 0.770



(x)
Computed, not measured: an isolated molecule of C3H4P2, with ωB97M-V with the def2-TZVPD basis set.

```
9
C3H4P2 ωB97M-V with the def2-TZVPD basis set
C 0.58 0.82 -0.48
C -0.41 0.67 0.62
C 0.07 -0.71 0.36
P 1.83 -0.40 -0.01
P -1.66 -0.45 -0.22
H 0.24 0.93 -1.50
H -0.50 1.23 1.53
H 2.03 -1.06 -1.25
H -2.18 -1.04 0.95
```

* spin multiplicity: 1
* LUMO energy: 0.653 eV
* HOMO: -0.2992 Eh

Löwdin atomic charge list, values in e, 5 entries: C -0.422; C -0.592; C -0.648; P 0.870; P 0.872



Most stable to least stable: (x), (w)



(w)
Computed, not measured: an isolated molecule of C8H11N3, with ωB97M-V with the def2-TZVPD basis set.

```
22
C8H11N3 ωB97M-V with the def2-TZVPD basis set
C -2.34 -0.17 0.00
C -2.12 1.25 0.10
C -0.80 1.69 0.01
C 0.33 0.89 -0.01
C 2.73 0.32 -0.36
C 2.39 -0.95 0.30
C 0.13 -0.49 -0.15
C -1.18 -0.95 -0.21
H -3.69 -1.73 0.04
H -4.39 -0.24 0.29
H -2.95 1.97 0.05
H -0.63 2.81 0.00
H 1.80 2.23 -0.29
H 2.82 0.25 -1.49
H 3.68 0.78 0.06
H 2.47 -0.83 1.42
H 3.10 -1.74 0.05
H 0.76 -2.22 0.54
H -1.26 -2.01 -0.18
N -3.65 -0.69 -0.14
N 1.65 1.29 0.10
N 1.13 -1.49 -0.14
```

* spin multiplicity: 1
* LUMO energy: 1.058 eV
* HOMO: -0.2517 Eh

Löwdin atomic charge list, values in e, 5 entries: C -0.304; C -0.048; C -0.053; C -0.268; C -0.170



(x)
Computed, not measured: an isolated molecule of C8H11N3, with ωB97M-V with the def2-TZVPD basis set.

```
22
C8H11N3 ωB97M-V with the def2-TZVPD basis set
C 1.08 1.59 0.43
C 0.20 -0.18 1.39
C 0.51 -1.27 0.63
C -0.15 -0.24 -1.29
C -0.94 0.80 -0.51
C -0.20 1.15 0.83
C 0.61 -2.56 1.18
C -0.02 -0.09 -2.74
N 2.05 1.97 0.01
N 0.44 -1.22 -0.77
N -0.75 1.99 1.83
H 0.40 -0.11 2.49
H -1.15 1.66 -1.08
H -1.94 0.44 -0.17
H 1.62 -2.88 1.00
H -0.03 -3.21 0.46
H 0.45 -2.71 2.21
H 0.60 0.89 -2.92
H -0.90 0.27 -3.16
H 0.50 -0.99 -3.20
H -0.62 2.92 1.48
H -1.76 1.77 1.90
```

* spin multiplicity: 1
* LUMO energy: 0.582 eV
* HOMO: -0.3160 Eh

Löwdin atomic charge list, values in e, 5 entries: C -0.230; C 0.007; C -0.359; C -0.362; C -0.029



Most stable to least stable: (w), (x)